Density functional theory data (wB97M-V/def2-TZVPD) for a molecular structure, C32H24MoNP2S4 in a non-equilibrium geometry.

Values from the calculation:
Relative energy (zero: lowest compared OMol25 entry of this formula, charge and spin) ... 0.661 eV
E_LUMO (alpha / beta) ... -0.42205 / -0.44621 hartree
Energy ... -3631.267819 Eh
Frontier orbital gap (alpha / beta) ... 5.51 / 4.79 eV
Multiplicity ... 1
Charge ... +3

CARTESIAN COORDINATES (ANGSTROEM)
1 Mo -0.0533 -0.3582 0.1090
2 S 1.7310 0.1190 -1.6800
3 P 2.5779 -1.5240 -0.7637
4 C 1.5999 -1.2349 0.7031
5 P 2.1551 -0.2192 2.0645
6 S 0.5251 1.0722 1.9295
7 C 2.2113 -1.2242 3.5473
8 C 2.0451 -2.6032 3.3940
9 C 2.2023 -3.4250 4.4917
10 C 2.4982 -2.8757 5.7330
11 C 2.6321 -1.5017 5.8821
12 C 2.4920 -0.6596 4.7931
13 C 3.6268 0.7842 1.7595
14 C 3.5677 1.9326 0.9640
15 C 4.7048 2.7065 0.8121
16 C 5.8921 2.3318 1.4304
17 C 5.9434 1.1920 2.2217
18 C 4.8126 0.4117 2.3964
19 C 4.3625 -1.4411 -0.5802
20 C 5.0989 -0.4222 -1.1807
21 C 6.4706 -0.4038 -1.0030
22 C 7.0867 -1.3857 -0.2417
23 C 6.3455 -2.4037 0.3452
24 C 4.9732 -2.4395 0.1838
25 C 1.9590 -3.0560 -1.4960
26 C 2.8577 -3.8786 -2.1756
27 C 2.4133 -5.0901 -2.6775
28 C 1.0890 -5.4667 -2.5190
29 C 0.1818 -4.6246 -1.8829
30 C 0.6171 -3.4216 -1.3621
31 H 1.8009 -3.0169 2.4179
32 H 2.0948 -4.4926 4.3855
33 H 2.6145 -3.5227 6.5880
34 H 2.8558 -1.0849 6.8505
35 H 2.5983 0.4113 4.9042
36 H 2.6386 2.2408 0.4927
37 H 4.6708 3.6110 0.2226
38 H 6.7777 2.9379 1.3037
39 H 6.8637 0.9234 2.7190
40 H 4.8398 -0.4580 3.0396
41 H 4.6136 0.3313 -1.7841
42 H 7.0648 0.3657 -1.4693
43 H 8.1568 -1.3650 -0.1145
44 H 6.8440 -3.1722 0.9143
45 H 4.3774 -3.2288 0.6246
46 H 3.8888 -3.5730 -2.2986
47 H 3.1071 -5.7397 -3.1873
48 H 0.7501 -6.4228 -2.8837
49 H -0.8516 -4.9205 -1.7859
50 H -0.0899 -2.7673 -0.8091
51 S -2.3546 -0.1964 0.8612
52 C -2.3782 0.1187 -0.8405
53 N -1.3313 -0.4375 -1.4704
54 C -1.4102 -0.2635 -2.8366
55 C -0.5719 -0.8195 -3.8003
56 C -0.8070 -0.5160 -5.1289
57 C -1.8510 0.3329 -5.5029
58 C -2.7190 0.8593 -4.5616
59 C -2.5074 0.5381 -3.2274
60 S -3.4887 0.9663 -1.8383
61 H 0.2191 -1.4998 -3.5143
62 H -0.1680 -0.9504 -5.8818
63 H -1.9977 0.5733 -6.5443
64 H -3.5323 1.5039 -4.8549